35
Properties=species:S:1:pos:R:3:forces:R:3:lowdin_spin:R:1 method="wB97M-V/def2-TZVPD" e_homo_ha="-0.519 / -0.521" s_squared=12.011 lumo_ev="-8.1 / -10.3" homo_lumo_gap_ha="0.22195 / 0.14158" multiplicity=7 total_charge=+2
Ni -3.11639 -1.59365 -0.83629 1.67 1.59 0.28 1.823
Ni 1.54846 -0.59232 2.60635 1.71 2.08 -0.85 1.743
Ni 2.45688 0.23197 -0.85450 -0.20 -1.62 1.06 1.823
C 3.94659 -0.18564 1.95057 3.18 0.75 0.22 0.008
O 3.54107 -0.11382 3.17346 -1.78 -1.08 0.13 0.077
O 5.09499 -0.23329 1.53955 -1.19 -0.07 0.11 0.023
O 2.90527 -0.10583 1.10309 -2.79 -0.22 -1.95 0.139
C -0.38421 -0.39758 0.16171 2.13 -0.48 1.18 0.018
O 0.44990 -0.02287 -0.72366 -0.20 0.76 -1.05 0.062
O -1.66181 -0.44549 -0.14632 -0.63 -0.81 -0.36 0.095
O 0.04106 -0.69445 1.32025 -1.77 -0.55 -0.08 0.030
O -0.78350 1.03628 -3.20774 -0.39 -0.50 0.02 0.000
H -0.21266 1.80484 -3.17646 -0.45 0.38 -0.16 0.000
H -0.78231 0.70041 -2.30182 0.44 0.03 0.22 0.000
O 1.23215 1.42308 3.05040 0.35 0.29 -0.10 0.037
H 2.10101 1.85137 2.95206 -0.03 -0.32 0.31 0.000
H 0.58148 2.12543 2.93707 -0.10 -0.24 -0.03 0.003
O -2.47013 2.22171 -0.44552 0.11 -0.51 0.01 0.001
H -2.22340 1.28245 -0.33869 -0.01 0.70 -0.01 0.000
H -1.64293 2.71445 -0.42430 -0.13 0.06 0.01 0.000
O -3.50694 -2.43961 0.95312 -0.92 -0.01 -0.29 0.026
H -3.03476 -2.88337 1.67809 0.32 0.16 -0.36 0.001
H -4.44554 -2.44263 1.21532 0.23 -0.08 0.06 0.003
O 2.64853 -1.76876 -1.28726 0.02 -0.38 0.16 0.040
H 2.65396 -2.31256 -0.48441 0.18 0.25 -0.05 0.001
H 3.00832 -2.33362 -1.98649 0.05 0.34 -0.03 0.003
O -1.63786 0.34555 3.75975 0.15 -0.23 -0.23 0.001
H -1.33154 1.25537 3.71093 -0.22 0.05 0.19 0.000
H -1.89835 0.12596 2.85698 0.08 0.09 0.07 0.000
O -3.20211 -0.53961 -2.63598 -0.53 -0.55 0.24 0.023
H -2.54472 -0.01775 -3.14906 0.23 -0.01 0.47 0.001
H -4.04199 -0.43264 -3.11250 0.13 -0.03 0.10 0.003
O 2.18967 0.56252 -2.98555 0.25 0.35 0.64 0.016
H 2.76035 0.45632 -3.76424 0.12 -0.09 0.31 0.002
H 1.76146 1.41781 -3.10793 0.00 -0.10 -0.25 0.000